The following is a DFT calculation (ωB97M-V/def2-TZVPD) of a cluster of 5 separate species, H10O5 in total in a non-equilibrium geometry.

Computed properties:
- relative energy (zero: lowest compared OMol25 entry of this formula, charge and spin) (kcal per mole) = 26.6
- frontier orbital gap (eV) = 10.80
- SMILES = O.O.O.O.O
- LUMO energy (eV) = 0.12
- highest occupied orbital energy (eV) = -10.68

Geometry as XYZ:
```
15
Properties=species:S:1:pos:R:3:forces:R:3:nbo_charge:R:1
O -0.90687 -2.18493 -1.00287 2.8 -0.7 0.7 -0.95
O -0.79687 2.40307 -0.31987 0.5 -2.3 -1.2 -0.99
O 1.67813 -2.68993 0.19513 -0.2 -0.1 0.0 -0.95
O -0.88587 -0.06993 0.79413 1.5 0.4 -1.0 -0.96
O 1.85413 2.26207 0.34513 0.2 -1.4 1.3 -0.96
H -0.98187 1.47207 0.02513 0.0 1.6 0.0 0.51
H 1.90913 2.95807 -0.25887 0.8 1.8 -1.6 0.45
H -1.77787 -1.92293 -1.13287 -2.3 0.9 -1.0 0.48
H -1.63587 -0.32893 1.27513 -1.6 -0.5 1.2 0.47
H 2.02413 -1.82593 0.42713 0.1 0.2 0.1 0.47
H -0.71287 -0.81893 0.19413 0.0 0.0 0.1 0.49
H 0.90113 2.15907 0.30313 -0.6 -0.4 0.2 0.48
H 0.78213 -2.71993 0.55813 0.3 0.0 -0.1 0.47
H -0.29187 -1.76093 -1.62387 -0.6 -0.2 0.0 0.50
H -1.15887 3.06807 0.22113 -0.9 0.9 1.2 0.47
```
Positions in Å, forces in eV/Å.

***

The following is a DFT calculation (ωB97M-V/def2-TZVPD) of a cluster of 5 separate species, H10O5 in total in a non-equilibrium geometry.

Computed properties:
- relative energy (zero: lowest compared OMol25 entry of this formula, charge and spin) (kcal per mole) = 65.0
- frontier orbital gap (eV) = 9.96
- SMILES = O.O.O.O.O
- LUMO energy (eV) = 0.37
- highest occupied orbital energy (eV) = -9.59

Geometry as XYZ:
```
15
Properties=species:S:1:pos:R:3:forces:R:3:nbo_charge:R:1
O 1.05630 0.85965 1.21338 -2.3 2.6 4.7 -0.93
O -1.24995 -0.81035 1.68957 -1.0 0.4 -3.2 -0.93
O -0.30711 1.17471 -1.44402 1.4 -0.3 0.1 -0.93
O 2.57330 0.57382 -0.41154 1.8 -1.4 -1.2 -0.95
O -1.31886 -1.98610 -1.00978 -1.6 1.3 1.4 -0.92
H -0.07418 0.67834 -2.23403 -0.1 0.0 0.0 0.47
H -1.20328 1.42984 -1.53550 -1.3 0.4 -0.3 0.46
H 1.43074 0.07737 1.60234 0.3 -0.7 0.4 0.46
H 2.24711 1.30401 -0.92156 -0.5 0.4 -0.1 0.47
H -1.97554 -1.36243 -1.38110 0.7 -0.6 0.3 0.46
H 1.79545 0.11781 -0.07272 0.3 0.5 -0.9 0.48
H -1.83572 -0.04367 1.58515 0.5 -0.5 0.6 0.47
H -0.87673 -2.36969 -1.72492 1.0 -0.9 -1.8 0.46
H -1.02411 -0.98781 2.55669 0.2 -0.1 2.8 0.46
H 0.76257 1.34448 2.08805 0.6 -1.3 -2.7 0.47
```
Positions in Å, forces in eV/Å.

***

The following is a DFT calculation (ωB97M-V/def2-TZVPD) of a cluster of 5 separate species, H11O5 in total in a non-equilibrium geometry.

Computed properties:
- relative energy (zero: lowest compared OMol25 entry of this formula, charge and spin) (kcal per mole) = 64.3
- frontier orbital gap (eV) = 12.37
- LUMO energy (eV) = -3.07
- highest occupied orbital energy (eV) = -15.44
- total charge = +1

Geometry as XYZ:
```
16
Properties=species:S:1:pos:R:3:forces:R:3:nbo_charge:R:1
O 1.22655 -2.42499 -0.64513 -4.1 -0.5 0.7 -0.96
O 1.46492 0.97949 0.04987 0.9 -0.4 3.4 -0.96
O -0.56697 -0.78433 0.52595 -8.1 -1.6 -1.0 -0.71
O -1.25807 0.42470 -1.86867 -3.6 -1.5 2.5 -0.98
O -1.22103 1.49992 2.11623 1.8 3.5 0.4 -1.00
H -0.58678 0.74679 -2.37747 2.5 1.5 -2.4 0.48
H 0.21902 -1.10062 0.53433 9.3 -5.1 0.3 0.53
H -2.11793 0.84421 -2.10356 1.2 -0.4 0.1 0.51
H 2.09539 -2.46747 -0.84440 4.9 0.8 -0.8 0.48
H 1.02874 -3.33830 -0.88431 -0.9 -0.1 0.2 0.49
H -1.02600 2.47265 2.54477 -1.1 -4.0 -1.4 0.52
H -0.74363 -0.82388 -0.42650 -1.0 1.3 -1.2 0.58
H 2.11690 1.49466 0.58976 -0.8 -1.0 0.2 0.49
H -1.87763 1.02088 2.60543 -0.6 0.2 0.9 0.49
H 1.62331 1.44461 -0.71574 0.0 1.3 -3.5 0.47
H -0.37677 0.01169 0.89942 -0.3 5.9 1.6 0.56
```
Positions in Å, forces in eV/Å.

***

The following is a DFT calculation (ωB97M-V/def2-TZVPD) of a cluster of 6 separate species, H11O5S in total in a non-equilibrium geometry.

Computed properties:
- relative energy (zero: lowest compared OMol25 entry of this formula, charge and spin) (kcal per mole) = 27.7
- frontier orbital gap (eV) = 8.05
- LUMO energy (eV) = 3.54
- highest occupied orbital energy (eV) = -4.51
- total charge = -1

Geometry as XYZ:
```
17
Properties=species:S:1:pos:R:3:forces:R:3:nbo_charge:R:1
S -1.00926 -0.88644 1.81576 -0.5 0.1 0.8 -0.96
O 2.38483 -2.68473 1.42362 -0.1 0.1 0.2 -0.96
O 3.01849 1.70143 -0.67805 -0.5 0.3 -0.8 -0.99
O -3.40142 -0.28002 -0.45278 0.0 0.1 -0.8 -1.00
O -0.78815 1.11773 -2.79751 -0.4 0.2 0.8 -0.93
O 0.76277 0.53488 -0.09130 -0.2 -0.3 0.0 -1.01
H 1.91159 -2.07704 2.00762 0.0 0.0 0.1 0.48
H 3.35425 1.49735 0.19032 -0.1 -0.2 0.3 0.46
H -1.41293 0.06639 2.72573 0.3 -0.5 -0.7 0.12
H -1.61834 0.76669 -2.44638 -0.2 -0.2 -0.4 0.48
H 1.76851 -2.74761 0.69039 0.0 0.0 -0.2 0.47
H 0.12484 1.14084 -0.46548 -0.3 0.0 0.5 0.43
H 2.09907 1.31726 -0.69116 1.3 0.1 0.5 0.50
H -0.39920 1.38954 -1.95226 0.3 0.0 -0.8 0.45
H -4.26754 -0.21323 -0.04165 0.4 -0.2 0.3 0.46
H 0.21940 -0.00227 0.58706 0.2 0.5 -0.2 0.49
H -2.74691 -0.64079 0.17607 -0.2 0.2 0.5 0.51
```
Positions in Å, forces in eV/Å.

***

The following is a DFT calculation (ωB97M-V/def2-TZVPD) of a cluster of 6 separate species, H11O5S in total in a non-equilibrium geometry.

Computed properties:
- relative energy (zero: lowest compared OMol25 entry of this formula, charge and spin) (kcal per mole) = 22.2
- frontier orbital gap (eV) = 7.05
- LUMO energy (eV) = 3.50
- highest occupied orbital energy (eV) = -3.55
- total charge = -1

Geometry as XYZ:
```
17
Properties=species:S:1:pos:R:3:forces:R:3:nbo_charge:R:1
S 1.74469 0.25473 -1.47220 -0.1 -0.2 0.1 -1.04
O 0.46827 1.36890 1.96479 -0.3 -0.3 0.6 -0.98
O 1.45670 -1.27100 1.81136 0.2 0.9 -0.5 -1.01
O -1.75833 -0.17168 -1.94413 0.1 -0.1 0.0 -0.98
O -2.14737 1.40606 0.38730 0.4 1.2 0.6 -0.99
O -1.03510 -1.81383 0.50122 0.4 0.4 0.1 -0.99
H -0.16174 -1.55010 0.15121 0.0 -0.2 -0.2 0.50
H 2.14182 -1.11350 1.13901 0.0 -0.7 -0.2 0.49
H 0.48424 0.62835 -1.22766 0.0 0.2 0.2 0.06
H -2.58997 0.73301 0.90045 0.0 -0.6 -0.5 0.47
H 0.83102 2.11358 1.48410 0.0 -0.1 -0.4 0.49
H -1.55040 -0.77212 -1.21253 -0.2 -0.1 0.1 0.49
H -1.85889 1.09718 -0.48522 -0.3 -0.7 0.0 0.51
H -0.92370 -0.16580 -2.43792 0.1 0.1 0.0 0.50
H -0.39853 1.17034 1.57545 0.1 0.5 -0.3 0.50
H -0.82865 -1.68161 1.43853 -0.2 -0.2 -0.1 0.48
H 1.10252 -0.35649 1.72984 -0.1 -0.2 0.6 0.49
```
Positions in Å, forces in eV/Å.

***

The following is a DFT calculation (ωB97M-V/def2-TZVPD) of a cluster of 6 separate species, H11O6 in total in a non-equilibrium geometry.

Computed properties:
- relative energy (zero: lowest compared OMol25 entry of this formula, charge and spin) (kcal per mole) = 18.3
- frontier orbital gap (eV) = 7.83
- LUMO energy (eV) = 2.66
- highest occupied orbital energy (eV) = -5.17
- total charge = -1

Geometry as XYZ:
```
17
Properties=species:S:1:pos:R:3:forces:R:3:nbo_charge:R:1
O -0.71244 0.62668 -0.71830 0.4 -0.4 0.1 -1.28
O 5.39853 -0.74331 3.61431 -0.1 -0.3 -1.2 -0.93
O 0.93183 2.43291 -2.06484 -0.4 0.3 -0.6 -1.00
O -1.15998 -1.54329 0.74652 -0.9 0.3 -1.4 -1.04
O -2.51343 2.59986 -0.72603 -0.3 0.7 -0.1 -1.01
O -2.90279 -3.26174 -0.62149 0.8 0.4 0.8 -0.99
H 5.38694 -1.59477 3.13690 0.0 0.3 0.6 0.47
H -0.52566 -1.54225 1.42964 1.0 -0.1 1.1 0.46
H -2.31775 -2.62959 -0.11666 -0.2 -0.8 -0.2 0.51
H -3.40539 -2.64406 -1.13571 -0.6 0.3 -0.6 0.45
H -1.94377 1.80909 -0.59447 0.3 -0.2 -0.4 0.52
H 0.18780 1.89980 -1.69014 0.2 -0.1 0.4 0.51
H -2.03278 3.13467 -1.37596 -0.1 -0.4 0.3 0.45
H -0.33474 0.09332 -1.42592 -0.2 0.0 -0.1 0.43
H 1.67385 2.20766 -1.51314 0.2 -0.2 0.4 0.45
H -0.95348 -0.70884 0.18395 -0.2 0.1 0.2 0.53
H 5.22328 -0.13614 2.87133 0.1 0.0 0.6 0.47
```
Positions in Å, forces in eV/Å.